[1]
101
Properties=species:S:1:pos:R:3:forces:R:3:lowdin_spin:R:1 method="wB97M-V/def2-TZVPD" multiplicity=2 de_lowest_kj_mol=189.89 gap_ev="6.8276 / 6.8163" charge=0 homo_ha="-0.2876 / -0.2874"
Co -0.319 1.435 0.384 -0.03 0.05 0.05 0.952
O -1.552 -0.146 6.824 -0.06 -0.05 0.02 0.000
C -0.448 0.261 6.429 -0.01 0.09 -0.04 0.000
O 0.654 0.362 6.986 0.06 -0.02 0.03 0.000
C -0.442 0.700 4.937 0.03 -0.01 0.01 -0.001
C -1.591 0.523 4.169 0.00 0.00 -0.05 0.000
C -1.531 0.786 2.819 0.04 -0.01 0.04 -0.001
N -0.400 1.232 2.257 -0.03 0.00 0.01 -0.008
C 0.696 1.463 2.983 -0.03 0.00 0.06 -0.001
C 0.708 1.196 4.344 -0.03 -0.02 -0.01 0.000
C 1.778 2.024 2.170 0.06 0.04 0.00 0.000
C 2.728 2.847 2.614 -0.06 -0.05 -0.01 0.000
C 3.670 3.488 1.706 0.01 0.01 -0.03 0.000
C 3.568 3.311 0.392 -0.01 0.01 0.01 0.000
C 2.558 2.397 -0.205 -0.01 0.02 -0.03 -0.001
N 1.634 1.693 0.763 0.01 0.12 0.02 -0.010
C -2.618 0.643 1.835 -0.05 -0.01 -0.05 -0.001
C -3.889 0.183 2.146 0.05 0.03 0.00 0.000
C -4.847 0.130 1.149 0.01 0.01 -0.06 -0.001
C -4.513 0.543 -0.131 -0.01 -0.01 0.04 0.000
C -3.221 0.971 -0.373 0.00 -0.01 0.00 -0.001
N -2.287 1.014 0.576 0.00 -0.02 0.03 -0.004
H -2.468 0.143 4.676 -0.01 0.00 0.00 0.000
H 1.591 1.311 4.958 0.01 0.00 0.00 0.000
H 2.766 3.076 3.671 0.00 0.00 0.01 0.000
H 4.440 4.124 2.120 0.01 0.00 0.00 0.000
H 4.256 3.773 -0.304 0.01 0.00 0.00 0.000
H 2.029 2.850 -1.043 0.03 -0.04 0.00 0.000
H -4.112 -0.125 3.158 0.00 0.00 0.00 0.000
H -5.843 -0.229 1.369 0.00 0.00 0.00 0.000
H -5.230 0.516 -0.939 0.00 0.00 0.00 0.000
H -2.908 1.273 -1.363 0.00 0.00 0.00 0.000
N 4.506 -3.301 -7.524 0.01 -0.02 -0.01 0.000
C 3.859 -2.653 -6.831 0.02 0.01 -0.01 0.000
C 3.043 -1.838 -5.972 -0.04 0.03 0.03 0.000
C 2.734 -0.533 -6.346 0.00 -0.01 0.01 0.000
C 1.948 0.251 -5.522 -0.01 -0.01 0.02 0.000
C 1.462 -0.282 -4.337 0.04 -0.05 -0.03 0.000
C 1.765 -1.581 -3.954 0.00 0.02 -0.01 0.000
C 2.565 -2.356 -4.771 0.02 0.01 -0.08 0.000
N 0.666 0.527 -3.475 -0.03 0.01 0.00 0.000
C -0.188 1.553 -3.817 0.00 0.05 0.01 0.000
C -0.666 2.050 -2.645 -0.02 -0.06 -0.03 -0.001
N -0.124 1.338 -1.594 0.06 0.05 -0.03 -0.003
C 0.672 0.436 -2.135 0.01 -0.06 0.00 0.000
H 3.125 -0.131 -7.271 0.00 0.00 0.00 0.000
H 1.744 1.279 -5.787 -0.01 0.01 0.00 0.000
H 1.389 -1.998 -3.027 -0.01 0.03 -0.06 0.000
H 2.813 -3.366 -4.476 -0.01 0.04 -0.03 0.000
H -0.394 1.814 -4.838 0.01 0.02 -0.01 0.000
H -1.367 2.852 -2.490 0.00 0.02 0.00 0.000
H 1.284 -0.268 -1.596 0.02 0.03 0.00 0.000
N 1.217 7.455 -1.749 0.00 0.00 0.00 0.000
C 0.693 6.779 -0.983 0.02 0.02 -0.03 0.000
C 0.033 5.922 -0.039 -0.03 -0.03 0.05 0.001
C -0.557 6.427 1.115 0.03 -0.01 -0.04 -0.001
C -1.181 5.539 1.970 0.00 -0.02 0.01 0.001
C -1.186 4.191 1.650 0.01 0.01 -0.03 0.002
N -0.613 3.699 0.547 0.00 -0.01 0.01 0.035
C -0.020 4.553 -0.280 -0.01 0.02 0.00 0.002
H -0.522 7.487 1.328 0.00 0.00 0.00 0.000
H -1.654 5.878 2.881 0.00 0.00 0.00 0.000
H -1.658 3.473 2.308 -0.01 -0.02 0.01 0.000
H 0.437 4.142 -1.171 -0.04 0.02 0.00 0.000
S 4.125 0.423 -1.644 -0.03 -0.04 0.01 0.000
C 3.084 1.003 -0.487 0.03 -0.02 0.03 0.000
N 2.346 0.426 0.451 0.02 -0.13 -0.04 0.000
C 2.718 -4.490 -2.011 -0.05 -0.03 0.05 0.001
C 1.356 -4.702 -2.187 0.02 -0.03 0.03 0.000
C 0.432 -3.927 -1.499 -0.01 0.02 0.02 0.002
C 0.860 -2.931 -0.619 -0.07 -0.06 0.00 0.006
C 2.228 -2.725 -0.452 -0.01 0.03 0.01 0.001
C 3.149 -3.499 -1.145 0.03 0.02 0.01 0.000
As -0.399 -1.693 0.241 0.01 -0.06 0.10 0.022
C -2.042 -2.450 -0.488 0.03 -0.04 0.02 0.004
C -2.693 -3.579 0.007 0.04 -0.03 -0.04 0.001
C -3.811 -4.086 -0.640 -0.02 0.01 -0.03 0.000
C -4.278 -3.488 -1.804 -0.02 -0.02 0.02 0.000
C -3.619 -2.384 -2.323 0.01 0.01 0.00 0.000
C -2.511 -1.869 -1.662 0.00 0.04 -0.02 0.000
C -0.426 -2.254 2.106 -0.03 -0.04 -0.02 0.001
C 0.763 -2.146 2.825 -0.01 0.01 -0.01 0.000
C 0.777 -2.363 4.197 0.02 -0.02 0.00 0.000
C -0.394 -2.684 4.869 0.02 0.00 -0.01 0.001
C -1.580 -2.792 4.159 -0.01 0.03 0.02 0.000
C -1.600 -2.569 2.789 -0.03 0.03 0.03 0.001
H 3.437 -5.094 -2.550 0.01 -0.01 -0.01 0.000
H 1.006 -5.474 -2.861 0.00 0.00 -0.01 0.000
H -0.622 -4.104 -1.667 -0.01 0.00 0.02 0.000
H 2.584 -1.935 0.194 0.02 0.07 0.01 0.000
H 4.205 -3.300 -1.018 0.01 0.00 0.01 0.000
H -2.315 -4.078 0.891 -0.02 -0.04 -0.12 0.000
H -4.309 -4.961 -0.244 0.00 0.00 0.00 0.000
H -5.145 -3.892 -2.310 0.00 0.00 0.00 0.000
H -3.964 -1.927 -3.242 0.00 0.00 -0.01 0.000
H -1.991 -1.010 -2.077 -0.02 0.00 -0.01 0.000
H 1.680 -1.862 2.320 0.01 0.01 0.00 0.000
H 1.700 -2.250 4.750 0.01 0.01 0.00 0.000
H -0.390 -2.806 5.943 0.00 0.00 0.01 0.000
H -2.501 -3.017 4.682 -0.01 -0.01 0.01 0.000
H -2.545 -2.622 2.262 0.05 0.07 0.10 0.000

---

[2]
103
Properties=species:S:1:pos:R:3:forces:R:3:lowdin_spin:R:1 method="wB97M-V/def2-TZVPD" multiplicity=3 de_lowest_kj_mol=0.00 gap_ev="6.0135 / 6.0447" charge=+1 homo_ha="-0.3385 / -0.3387"
Pr 9.347 11.250 16.509 0.78 -0.87 -0.62 2.024
O 6.621 14.684 17.452 -0.31 -0.28 0.48 0.000
C 7.513 13.880 17.300 0.10 0.18 -0.60 0.000
N 7.500 12.525 17.363 -1.26 -0.26 0.13 -0.003
C 6.399 11.896 17.898 -1.49 1.21 2.57 0.000
O 5.571 12.307 18.761 2.33 -0.34 -2.54 0.000
C 6.316 10.447 17.603 0.17 -2.02 0.67 0.000
C 5.251 9.736 18.157 0.87 0.62 -0.72 0.000
C 5.292 8.360 18.103 1.25 -0.68 -0.63 0.000
C 6.452 7.678 17.656 -0.85 1.01 0.67 0.000
C 7.446 8.483 17.109 0.29 -2.19 -0.49 0.000
N 7.368 9.784 17.062 -0.34 2.41 0.04 -0.003
C 8.813 14.415 16.772 1.33 1.95 -0.90 0.000
C 8.775 15.784 16.376 1.28 -1.69 -0.34 0.000
C 9.850 16.338 15.710 1.11 -0.34 0.80 0.000
C 11.086 15.637 15.713 -1.24 -0.17 0.56 0.000
C 11.082 14.354 16.261 0.43 -0.57 -1.08 0.000
N 9.949 13.682 16.619 -0.40 1.29 0.71 -0.004
H 4.528 10.372 18.635 -0.61 -0.35 0.03 0.000
H 4.457 7.760 18.343 -0.80 -0.40 0.76 0.000
H 6.539 6.605 17.859 0.08 0.45 -0.66 0.000
H 8.311 8.040 16.583 -0.30 0.10 0.55 0.000
H 7.910 16.348 16.549 -1.18 0.47 0.15 0.000
H 9.779 17.358 15.350 0.09 -0.11 -0.15 0.000
H 12.004 16.090 15.352 -0.16 -0.17 0.04 0.000
H 12.037 13.777 16.275 -0.93 0.35 0.07 0.000
Br 15.565 17.105 10.311 0.41 0.16 -0.16 0.000
C 13.822 16.484 10.039 -1.00 0.01 -0.79 0.000
C 13.545 15.553 8.989 0.71 1.45 1.73 0.000
C 12.343 14.912 9.025 -0.57 0.43 0.26 0.000
C 11.433 15.225 10.084 1.58 1.03 -1.19 0.000
C 11.565 16.431 10.887 -0.23 -2.30 -1.15 0.000
C 12.816 17.023 10.852 0.79 0.32 0.45 0.000
N 10.604 14.231 10.500 -1.33 -2.14 1.80 0.001
N 10.999 13.016 10.351 0.55 2.46 -1.09 0.000
C 10.498 12.081 11.231 -1.33 1.22 -0.07 0.000
C 11.243 10.914 11.283 0.29 0.33 -0.44 0.000
C 11.285 10.209 12.474 -0.57 0.18 1.20 0.000
C 10.469 10.641 13.549 2.27 -2.38 0.73 -0.001
O 10.680 10.107 14.763 -1.51 1.26 -0.12 -0.004
C 9.476 11.602 13.321 -1.61 2.24 -0.17 0.000
N 8.489 11.840 14.227 -0.59 -0.97 1.21 -0.005
C 7.471 12.632 13.950 0.66 -0.50 -0.33 0.000
C 7.394 13.446 12.832 0.13 0.84 -0.07 0.000
C 8.466 13.453 11.980 -0.08 -0.60 -0.27 0.001
C 9.479 12.443 12.209 1.10 -0.52 -2.33 0.000
H 14.340 15.367 8.295 0.07 -0.31 -0.38 0.000
H 12.093 14.152 8.274 0.06 0.21 0.65 0.000
H 10.773 16.741 11.582 0.46 -0.32 -0.35 0.000
H 13.087 17.841 11.555 -0.34 -0.66 -0.69 0.000
H 11.866 10.680 10.392 -0.32 0.25 0.97 0.000
H 12.018 9.430 12.714 -0.44 0.18 -0.36 0.000
H 6.613 12.593 14.562 -0.55 0.02 1.24 0.000
H 6.528 14.120 12.767 0.51 -0.41 -0.33 0.000
H 8.458 14.126 11.103 0.32 -0.81 0.76 0.000
N 11.349 11.446 19.554 1.17 -0.10 -0.87 0.000
P 11.871 10.602 18.090 0.80 -0.07 2.54 -0.003
C 12.346 8.996 18.870 -0.81 0.65 -0.57 -0.001
C 13.328 8.932 19.821 1.91 -1.74 0.77 0.000
C 13.901 7.683 20.201 -0.91 -0.24 -0.34 0.000
C 13.398 6.493 19.630 -0.63 1.32 -0.51 0.000
C 12.274 6.600 18.761 0.72 -1.14 0.75 0.000
C 11.723 7.817 18.470 -0.62 0.22 -0.92 0.000
C 13.518 11.329 17.581 1.07 0.24 -1.08 -0.001
C 13.625 11.518 16.158 -1.33 0.07 1.21 0.000
C 14.519 12.385 15.602 1.92 0.18 0.26 0.000
C 15.599 12.901 16.388 -0.69 -0.35 -1.24 0.000
C 15.688 12.525 17.719 0.73 0.76 0.42 0.000
C 14.670 11.767 18.304 -1.20 -0.04 0.27 0.000
P 9.729 11.710 19.978 -0.73 -0.63 -2.34 -0.001
C 9.092 10.338 20.988 0.14 0.92 0.96 0.000
C 7.759 10.536 21.402 0.68 -1.88 0.08 0.000
C 7.139 9.570 22.180 -0.04 -0.51 0.11 0.000
C 7.845 8.407 22.569 -0.61 0.34 0.53 0.000
C 9.192 8.320 22.313 1.14 0.34 -0.99 0.000
C 9.833 9.284 21.481 -1.74 -0.54 0.93 0.000
C 9.879 13.172 20.990 0.13 -0.02 1.08 0.000
C 10.940 13.180 21.905 -0.58 0.63 0.15 0.000
C 11.227 14.304 22.672 0.97 -0.84 0.07 0.000
C 10.404 15.382 22.563 -0.62 1.47 0.02 0.000
C 9.314 15.385 21.701 -0.74 0.34 -1.09 0.000
C 9.022 14.264 20.906 0.29 0.56 0.04 0.000
H 12.070 11.809 20.168 0.06 -0.23 0.00 0.000
H 13.825 9.760 20.294 -0.21 0.64 -0.27 0.000
H 14.727 7.667 20.933 -0.55 -0.04 -0.52 0.000
H 13.848 5.533 19.827 0.03 -0.04 0.08 0.000
H 11.810 5.732 18.271 0.40 0.18 0.59 0.000
H 10.787 7.808 17.878 0.82 0.31 0.09 0.000
H 12.941 11.047 15.457 -0.44 -0.01 0.36 0.000
H 14.423 12.540 14.524 0.41 0.20 0.35 0.000
H 16.369 13.505 15.885 -0.44 -0.17 0.50 0.000
H 16.533 12.923 18.372 -1.22 -0.80 -1.01 0.000
H 14.806 11.593 19.367 -0.42 -0.09 -0.03 0.000
H 7.229 11.347 21.000 -0.85 1.18 -0.22 0.000
H 6.104 9.673 22.516 0.31 0.09 -0.33 0.000
H 7.328 7.605 23.130 0.39 0.69 -0.29 0.000
H 9.809 7.519 22.715 -0.29 -0.01 -0.13 0.000
H 10.856 9.213 21.243 1.16 -0.23 -0.18 0.000
H 11.444 12.259 22.060 0.83 -0.58 0.13 0.000
H 12.119 14.427 23.313 -0.67 -0.64 -0.32 0.000
H 10.667 16.241 23.177 -0.35 0.10 -0.31 0.000
H 8.709 16.287 21.464 0.49 -0.63 0.80 0.000
H 8.167 14.297 20.216 0.46 -0.12 0.28 0.000